{"formula": "C30H25NO22P", "method": "the ωB97M-V functional and the def2-TZVPD basis", "total_energy_ha": -3209.4308, "charge": -1, "molar_mass_g_mol": 782.5, "multiplicity": 1, "gap_ev": 3.840, "homo_ha": -0.147, "elements": ["O", "N", "O", "P", "H", "H", "H", "H", "H", "C", "C", "C", "O", "C", "C", "C", "O", "O", "O", "H", "H", "H", "H", "C", "C", "C", "O", "C", "C", "C", "O", "O", "O", "H", "H", "H", "H", "C", "C", "C", "O", "C", "C", "C", "O", "O", "O", "H", "H", "H", "H", "C", "C", "C", "O", "C", "C", "C", "O", "O", "O", "H", "H", "H", "H", "C", "C", "C", "O", "C", "C", "C", "O", "O", "O", "H", "H", "H", "H"], "positions_angstrom": [[1.9679, -1.0089, 4.6760], [3.0407, -1.1046, 4.1520], [3.3189, -0.0805, 3.3678], [2.5540, -0.1986, 1.6017], [2.4101, 1.2335, 1.6612], [1.2130, -0.3395, 2.2175], [2.7039, -1.6163, 1.6347], [3.9040, -0.0550, 1.0298], [1.9622, -0.2484, 0.2529], [-1.1506, -4.0804, 5.5647], [-0.8252, -3.1428, 4.6451], [-0.7295, -3.4783, 3.1630], [-0.4907, -2.5678, 2.4019], [-0.9526, -4.8550, 2.7494], [-1.2598, -5.7691, 3.6762], [-1.3907, -5.4269, 5.1447], [-1.6981, -6.3569, 5.8819], [-1.4899, -7.0508, 3.4228], [-0.5793, -1.8984, 4.9469], [-1.2261, -3.8519, 6.6181], [-0.8676, -5.0898, 1.6980], [-1.6902, -7.4480, 4.2949], [-0.3010, -1.4218, 4.1354], [6.1072, -3.2014, 1.5397], [7.3385, -3.5130, 1.1168], [7.5927, -4.2393, -0.1840], [8.7615, -4.4587, -0.4683], [6.4691, -4.6264, -1.0020], [5.2303, -4.3135, -0.5855], [4.9751, -3.5812, 0.7158], [3.8161, -3.3531, 0.9870], [4.1233, -4.6026, -1.2393], [8.4543, -3.2238, 1.7770], [5.9075, -2.6751, 2.4635], [6.6625, -5.1522, -1.9261], [3.3944, -4.2292, -0.6965], [9.1812, -3.5656, 1.2220], [-0.9759, 0.8846, 0.1747], [-1.8089, 0.8186, -0.8706], [-2.3059, 2.0493, -1.5879], [-3.0474, 1.8811, -2.5528], [-1.8924, 3.3489, -1.1269], [-1.0616, 3.4257, -0.0761], [-0.5450, 2.1930, 0.6329], [0.2172, 2.3802, 1.5569], [-0.6110, 4.5507, 0.4478], [-2.2760, -0.3145, -1.3871], [-0.5893, 0.0161, 0.6948], [-2.2686, 4.2168, -1.6457], [-0.0208, 4.2712, 1.1815], [-2.8404, -0.0533, -2.1370], [0.9479, 3.9522, -5.2299], [0.3139, 3.0260, -4.4896], [1.0635, 1.9993, -3.6549], [0.3714, 1.2258, -3.0201], [2.5079, 2.0055, -3.6680], [3.1348, 2.9297, -4.4111], [2.3886, 3.9655, -5.2310], [3.0777, 4.7586, -5.8527], [4.4478, 3.0407, -4.5087], [-0.9897, 2.8995, -4.3844], [0.4247, 4.6886, -5.8226], [3.0310, 1.2690, -3.0741], [4.6076, 3.7992, -5.1044], [-1.1321, 2.1451, -3.7731], [-6.3032, 3.4415, -2.1540], [-7.6124, 3.1825, -2.2862], [-8.5777, 3.2538, -1.1198], [-9.7468, 3.0141, -1.3706], [-8.0690, 3.5893, 0.1885], [-6.7577, 3.8449, 0.3258], [-5.7989, 3.7995, -0.8481], [-4.6369, 4.0676, -0.6070], [-6.1769, 4.1601, 1.4654], [-8.1946, 2.8448, -3.4236], [-5.6009, 3.3871, -2.9743], [-8.7621, 3.6224, 1.0168], [-5.2272, 4.2884, 1.2655], [-9.1417, 2.7225, -3.2144]], "atomic_forces_ev_per_a": [[-0.6, -0.3, 0.4], [0.5, 0.4, -0.3], [0.4, -0.2, 0.4], [-1.0, 0.2, -1.5], [0.2, 0.0, 0.1], [0.2, 0.1, 0.1], [0.0, 0.1, 0.2], [0.0, -0.1, 0.2], [0.1, 0.0, 0.2], [0.0, 0.1, 0.1], [0.1, -0.2, 0.0], [0.0, -0.1, 0.0], [-0.1, 0.1, 0.0], [0.0, 0.0, 0.0], [0.0, 0.1, 0.0], [0.0, 0.0, 0.0], [0.0, 0.0, 0.0], [0.0, -0.2, -0.2], [-0.3, 0.1, 0.0], [0.0, 0.1, 0.0], [0.0, 0.0, 0.0], [0.0, 0.0, 0.1], [0.2, 0.0, 0.0], [0.0, 0.0, 0.1], [-0.1, 0.0, -0.1], [-0.1, 0.0, -0.1], [0.0, 0.0, 0.0], [0.0, -0.1, -0.1], [0.2, 0.1, 0.0], [0.2, 0.2, 0.1], [-0.1, -0.5, -0.1], [-0.1, -0.1, -0.2], [0.1, 0.1, 0.2], [0.0, 0.0, 0.0], [0.0, 0.0, 0.0], [0.0, 0.0, 0.1], [0.0, 0.0, -0.1], [0.0, 0.0, 0.1], [0.0, 0.1, 0.0], [0.0, 0.1, 0.1], [0.0, -0.2, 0.0], [0.2, 0.2, -0.1], [0.0, -0.1, -0.1], [0.0, -0.5, -0.1], [-0.1, 0.3, 0.2], [0.0, 0.2, 0.0], [0.0, -0.2, 0.0], [0.0, 0.0, 0.0], [0.0, 0.0, 0.0], [0.0, -0.1, 0.0], [0.0, 0.1, -0.1], [-0.1, 0.0, 0.0], [0.2, 0.0, 0.1], [0.2, 0.0, 0.0], [-0.1, 0.0, 0.0], [0.0, -0.1, 0.1], [-0.2, 0.0, 0.0], [-0.1, 0.0, 0.0], [0.0, 0.0, 0.0], [0.2, -0.1, 0.1], [0.0, 0.2, -0.2], [0.0, 0.0, 0.0], [0.0, 0.0, 0.0], [0.0, 0.1, 0.0], [-0.2, 0.0, 0.0], [0.0, 0.0, -0.1], [0.1, 0.0, 0.1], [0.1, 0.0, 0.1], [0.0, 0.0, 0.0], [0.0, 0.0, 0.1], [-0.1, 0.0, -0.2], [0.0, -0.1, -0.2], [-0.1, 0.1, 0.2], [0.0, 0.0, 0.2], [0.0, 0.0, -0.2], [0.0, 0.0, 0.0], [0.0, 0.0, 0.0], [0.0, 0.0, -0.1], [0.0, 0.0, 0.1]]}



{"formula": "C30H26AsCl2F6N2O6S2W", "method": "the ωB97M-V functional and the def2-TZVPD basis", "de_lowest_kcal_mol": 64.3, "total_energy_ha": -6338.2067, "charge": 1, "molar_mass_g_mol": 1018.3, "multiplicity": 1, "gap_ev": 7.033, "homo_ha": -0.417, "elements": ["W", "N", "C", "C", "O", "O", "H", "H", "H", "H", "Cl", "C", "Cl", "H", "H", "C", "C", "C", "C", "C", "C", "As", "C", "C", "C", "C", "C", "C", "C", "C", "C", "C", "C", "C", "H", "H", "H", "H", "H", "H", "H", "H", "H", "H", "H", "H", "H", "H", "H", "F", "C", "F", "F", "S", "O", "O", "N", "S", "O", "O", "C", "F", "F", "F", "C", "C", "C", "C", "C", "C", "C", "H", "H", "H", "H", "H"], "positions_angstrom": [[-0.5155, 0.4799, -0.2446], [1.5700, -1.1065, -2.8379], [1.2323, 0.1559, -3.4952], [1.4604, 1.3350, -2.5645], [2.1970, 2.2461, -2.7720], [0.7617, 1.2528, -1.3982], [2.5763, -1.2365, -2.8155], [1.1884, -1.8783, -3.3711], [0.1717, 0.1385, -3.7493], [1.8042, 0.3624, -4.4007], [-2.3731, -1.1748, -0.3395], [-3.7313, -0.0814, 0.1567], [-2.9780, 1.4439, 0.6338], [-4.2021, -0.5345, 1.0221], [-4.3900, 0.0808, -0.6936], [0.6999, -5.6789, 0.2579], [1.6416, -5.1194, 1.1109], [1.8815, -3.7537, 1.0799], [1.1731, -2.9421, 0.1952], [0.2402, -3.5103, -0.6650], [0.0016, -4.8760, -0.6326], [1.4449, -1.0374, 0.1728], [3.2789, -0.7145, -0.3620], [3.7839, 0.5792, -0.4687], [5.0945, 0.7708, -0.8793], [5.8980, -0.3147, -1.1954], [5.3887, -1.6019, -1.1074], [4.0785, -1.8036, -0.6970], [1.2349, -0.4480, 2.0071], [1.2062, -1.2525, 3.2137], [1.3661, -0.6791, 4.4201], [1.6397, 0.7333, 4.5576], [1.7133, 1.5295, 3.4827], [1.4599, 1.0131, 2.1322], [0.5148, -6.7444, 0.2830], [2.1929, -5.7465, 1.7986], [2.6253, -3.3262, 1.7422], [-0.2852, -2.8862, -1.3777], [-0.7238, -5.3141, -1.3052], [3.1772, 1.4499, -0.2662], [5.4790, 1.7777, -0.9695], [6.9168, -0.1566, -1.5227], [6.0075, -2.4522, -1.3610], [3.6858, -2.8107, -0.6495], [1.0554, -2.3196, 3.1244], [1.3374, -1.2917, 5.3119], [1.8326, 1.1331, 5.5440], [1.9897, 2.5712, 3.5794], [1.9964, 1.5283, 1.3471], [-2.1802, 3.7483, -4.6448], [-1.3290, 3.0117, -3.9610], [-0.1786, 3.6534, -3.8467], [-1.1194, 1.8623, -4.5935], [-2.0119, 2.7262, -2.2292], [-1.7306, 1.2781, -1.9321], [-1.3171, 3.6217, -1.3657], [-3.5242, 2.9907, -2.2879], [-4.5366, 1.9825, -3.0135], [-3.9460, 1.2841, -4.1137], [-5.2849, 1.2346, -2.0411], [-5.7312, 3.2070, -3.7069], [-6.2509, 3.9417, -2.7328], [-5.1236, 3.9936, -4.5831], [-6.6961, 2.5267, -4.3158], [-0.0205, 0.6483, 1.7297], [-1.0479, 0.7835, 2.8043], [-1.3198, 2.0276, 3.3695], [-2.3570, 2.1754, 4.2747], [-3.1302, 1.0781, 4.6350], [-2.8571, -0.1678, 4.0904], [-1.8191, -0.3130, 3.1793], [-0.7307, 2.8893, 3.0770], [-2.5672, 3.1486, 4.6982], [-3.9406, 1.1953, 5.3421], [-3.4471, -1.0284, 4.3793], [-1.6016, -1.2886, 2.7559]], "atomic_forces_ev_per_a": [[-0.4, 0.3, -0.4], [0.0, 0.0, 0.0], [-0.1, 0.0, 0.0], [0.0, -0.1, 0.1], [0.0, 0.0, 0.0], [0.1, 0.0, 0.0], [0.0, 0.0, 0.0], [0.0, 0.0, 0.0], [0.0, 0.0, 0.0], [0.0, 0.0, 0.0], [0.3, 0.0, 0.1], [-0.1, 0.0, 0.0], [-0.1, 0.0, 0.1], [0.0, 0.0, 0.0], [0.0, 0.0, 0.0], [0.0, 0.0, 0.0], [0.0, 0.0, 0.0], [0.0, 0.0, 0.0], [0.1, 0.0, 0.0], [0.0, 0.1, 0.0], [0.0, 0.0, 0.0], [0.2, -0.3, 0.2], [-0.2, 0.0, 0.1], [0.0, 0.0, 0.1], [0.1, 0.0, 0.0], [0.0, 0.0, 0.0], [0.0, 0.0, 0.0], [0.1, 0.0, 0.0], [-0.1, 0.1, -0.3], [0.0, 0.0, 0.0], [0.0, 0.0, 0.0], [0.0, 0.0, 0.0], [0.0, 0.0, 0.0], [-0.1, 0.0, -0.2], [0.0, 0.0, 0.0], [0.0, 0.0, 0.0], [0.0, 0.0, 0.0], [0.0, 0.0, 0.0], [0.0, 0.0, 0.0], [0.0, 0.0, 0.0], [0.0, 0.0, 0.0], [0.0, 0.0, 0.0], [0.0, 0.0, 0.0], [0.0, 0.0, 0.0], [0.0, 0.0, 0.0], [0.0, 0.0, 0.0], [0.0, 0.0, 0.0], [0.0, 0.0, 0.0], [0.0, 0.0, 0.0], [0.0, 0.0, 0.0], [0.1, 0.0, 0.1], [0.1, 0.0, 0.0], [0.0, 0.0, 0.0], [-0.3, -0.1, 0.0], [0.3, 0.0, -0.1], [0.0, 0.1, 0.0], [0.0, 0.0, 0.0], [0.0, 0.1, 0.0], [0.0, 0.0, -0.1], [-0.1, 0.0, 0.1], [0.0, 0.0, 0.0], [0.0, 0.0, 0.0], [0.0, 0.0, 0.0], [0.0, 0.0, 0.0], [0.2, 0.0, 0.2], [0.0, 0.0, 0.0], [0.0, 0.0, 0.0], [0.0, 0.0, 0.0], [0.0, 0.0, 0.0], [0.0, 0.0, 0.0], [0.0, 0.0, 0.0], [0.0, 0.0, 0.0], [0.0, 0.0, 0.0], [0.0, 0.0, 0.0], [0.0, 0.0, 0.0], [0.0, 0.0, 0.0]]}